[1]
# C5H11NOS

A single C5H11NOS molecule at a distorted geometry (ωB97M-V/def2-TZVPD, the OMol25 dataset).

```
19
Properties=species:S:1:pos:R:3
C -1.53 0.16 1.22
C -0.53 0.47 0.14
C 0.45 -0.72 0.00
C 1.88 -0.60 0.61
S 2.25 -1.94 1.80
N -1.13 0.84 -1.21
C -0.35 1.55 -2.24
O -1.12 2.28 -2.82
H -1.67 -0.91 1.33
H -1.22 0.64 2.08
H -2.46 0.69 1.00
H 0.16 1.33 0.41
H -0.17 -1.50 0.33
H 0.62 -0.95 -1.09
H 2.13 0.37 1.10
H 2.53 -0.74 -0.30
H 1.55 -2.99 1.40
H -2.10 0.81 -1.39
H 0.71 1.20 -2.37
```

Computed properties:
LUMO energy = 0.0302 hartree
E_tot = -725.22631 hartree
net charge = 0
ΔE to the lowest compared entry with this formula, charge and spin = 258.8 kJ/mol
structure (SMILES) = C[C@@H](CCS)NC=O
HOMO energy = -8.98 eV

---

[2]
# C7H11N4O

A molecular structure, C7H11N4O at a distorted geometry (ωB97M-V/def2-TZVPD, the OMol25 dataset).

```
23
Properties=species:S:1:pos:R:3
C -0.60 -2.12 -2.27
C -0.51 -1.06 -1.40
C -0.27 1.01 -0.54
C 1.46 0.83 2.17
C 0.33 0.77 -2.97
C -1.66 -0.18 1.66
C 0.82 -0.46 1.62
N -0.62 -2.91 -3.05
N -0.67 -1.35 -0.16
N -0.11 0.27 -1.60
N -0.41 -0.30 0.80
O -0.35 2.15 -0.21
H 1.96 1.38 1.36
H 0.79 1.36 2.72
H 2.24 0.46 2.72
H -0.49 0.62 -3.64
H 0.68 1.76 -2.77
H 1.15 0.11 -3.31
H -1.77 -1.13 2.24
H -1.47 0.81 2.30
H -2.60 0.12 1.00
H 0.55 -1.22 2.40
H 1.56 -0.91 0.91
```

Computed properties:
LUMO energy = -0.1791 hartree
E_tot = -567.22044 hartree
net charge = +1
ΔE to the lowest compared entry with this formula, charge and spin = 419.4 kJ/mol
HOMO energy = -14.83 eV

---

[3]
# C57H135N9O10

10 unconnected molecules or ions with the total composition C57H135N9O10 at a distorted geometry (ωB97M-V/def2-TZVPD, the OMol25 dataset).

```
211
Properties=species:S:1:pos:R:3
C 15.17 -17.01 8.00
C 15.16 -17.05 6.47
C 14.34 -18.25 6.01
C 14.38 -15.83 5.88
C 15.27 -14.60 5.96
C 16.60 -14.84 5.23
C 17.39 -16.04 5.79
C 18.50 -16.32 4.77
C 18.03 -15.60 7.12
N 16.46 -17.18 5.83
O 17.12 -18.31 6.34
H 16.01 -17.52 8.47
H 15.32 -16.00 8.40
H 14.24 -17.42 8.38
H 14.74 -19.21 6.36
H 13.33 -18.17 6.43
H 14.27 -18.37 4.93
H 14.01 -16.03 4.87
H 13.48 -15.67 6.47
H 14.80 -13.71 5.53
H 15.44 -14.42 7.02
H 17.24 -13.97 5.41
H 16.53 -14.87 4.14
H 18.17 -16.56 3.76
H 19.12 -17.16 5.10
H 19.10 -15.42 4.63
H 17.29 -15.16 7.78
H 18.79 -14.83 6.97
H 18.46 -16.48 7.61
H 17.31 -18.88 5.58
C 19.54 -11.16 3.09
C 18.89 -11.12 4.47
C 17.36 -11.25 4.36
C 19.37 -12.35 5.28
C 20.72 -12.17 5.97
C 20.83 -10.81 6.67
C 20.48 -9.60 5.82
C 20.26 -8.40 6.73
C 21.60 -9.24 4.84
N 19.16 -9.87 5.21
O 18.63 -8.78 4.49
H 20.63 -11.17 3.07
H 19.14 -11.96 2.47
H 19.27 -10.27 2.51
H 17.12 -12.28 4.07
H 16.89 -11.12 5.34
H 16.95 -10.48 3.72
H 18.61 -12.70 5.98
H 19.51 -13.15 4.55
H 20.88 -12.94 6.72
H 21.58 -12.22 5.29
H 21.85 -10.70 7.04
H 20.18 -10.77 7.55
H 20.09 -7.53 6.08
H 21.13 -8.23 7.36
H 19.36 -8.48 7.36
H 22.15 -10.07 4.38
H 22.38 -8.73 5.41
H 21.15 -8.52 4.16
H 17.87 -8.53 5.02
C 16.92 -15.43 12.32
C 15.48 -15.72 12.73
C 14.83 -14.38 13.11
C 14.74 -16.34 11.56
C 13.43 -17.05 11.85
C 13.63 -18.03 12.99
C 14.35 -17.48 14.24
C 13.31 -16.73 15.07
C 14.85 -18.73 14.99
N 15.53 -16.70 13.83
O 16.14 -16.15 15.00
H 16.95 -14.83 11.41
H 17.37 -14.83 13.11
H 17.45 -16.36 12.09
H 15.31 -13.83 13.93
H 14.89 -13.67 12.28
H 13.78 -14.48 13.37
H 14.50 -15.55 10.84
H 15.46 -16.97 11.02
H 12.74 -16.24 12.10
H 13.07 -17.58 10.97
H 14.14 -18.92 12.60
H 12.69 -18.53 13.26
H 13.83 -16.00 15.71
H 12.77 -17.32 15.81
H 12.60 -16.17 14.46
H 15.46 -18.48 15.86
H 15.48 -19.32 14.34
H 13.99 -19.30 15.35
H 16.96 -16.66 15.03
C 9.09 -19.67 10.97
C 8.42 -18.46 10.30
C 7.13 -18.97 9.59
C 8.00 -17.41 11.34
C 7.88 -15.99 10.76
C 9.13 -15.55 9.99
C 9.43 -16.55 8.83
C 8.50 -16.23 7.69
C 10.90 -16.26 8.47
N 9.40 -17.94 9.33
O 9.66 -18.84 8.28
H 8.48 -20.19 11.71
H 9.23 -20.44 10.21
H 10.02 -19.38 11.44
H 7.38 -19.66 8.79
H 6.42 -19.40 10.29
H 6.63 -18.07 9.21
H 6.96 -17.55 11.66
H 8.58 -17.55 12.25
H 7.06 -15.95 10.04
H 7.63 -15.27 11.54
H 9.95 -15.32 10.67
H 8.83 -14.63 9.48
H 7.46 -16.44 7.99
H 8.66 -16.86 6.81
H 8.44 -15.18 7.39
H 11.24 -16.86 7.62
H 11.57 -16.46 9.31
H 11.07 -15.21 8.24
H 10.55 -19.16 8.48
C 19.07 -12.55 13.12
O 18.45 -13.71 12.57
C 19.15 -14.26 11.45
C 18.72 -13.57 10.15
C 17.25 -13.85 9.83
N 19.56 -14.24 9.13
H 18.42 -12.06 13.84
H 19.26 -11.84 12.31
H 19.95 -12.89 13.67
H 20.23 -14.27 11.59
H 18.76 -15.28 11.46
H 18.93 -12.50 10.06
H 17.05 -14.92 9.77
H 16.95 -13.50 8.84
H 16.63 -13.41 10.62
H 19.25 -13.98 8.20
H 19.50 -15.26 9.19
C 16.21 -19.97 10.20
O 17.60 -19.81 10.26
C 18.07 -18.62 9.64
C 19.56 -18.49 9.92
C 19.82 -18.44 11.45
N 20.00 -17.20 9.39
H 15.84 -19.82 9.18
H 15.63 -19.24 10.79
H 15.93 -20.96 10.55
H 17.95 -18.78 8.56
H 17.53 -17.74 9.99
H 20.16 -19.32 9.54
H 19.28 -17.64 11.97
H 20.88 -18.54 11.66
H 19.39 -19.39 11.80
H 20.90 -16.96 9.80
H 20.15 -17.16 8.39
C 15.53 -12.95 1.68
O 15.79 -13.22 0.33
C 16.51 -14.42 0.10
C 16.64 -14.67 -1.39
C 15.32 -14.57 -2.12
N 17.19 -15.99 -1.73
H 16.43 -12.84 2.29
H 14.84 -13.70 2.10
H 15.03 -11.97 1.67
H 17.52 -14.23 0.52
H 16.09 -15.27 0.65
H 17.35 -13.94 -1.79
H 15.42 -14.82 -3.18
H 14.81 -13.61 -2.00
H 14.59 -15.29 -1.72
H 18.16 -16.03 -1.40
H 16.75 -16.71 -1.17
C 11.24 -23.47 3.78
O 11.20 -22.07 3.83
C 10.24 -21.51 4.71
C 10.04 -20.03 4.44
C 11.27 -19.25 4.97
N 8.84 -19.59 5.17
H 11.56 -23.93 4.72
H 11.90 -23.76 2.97
H 10.25 -23.87 3.52
H 9.26 -22.00 4.64
H 10.63 -21.71 5.72
H 9.86 -19.84 3.39
H 11.26 -19.30 6.06
H 11.17 -18.22 4.61
H 12.23 -19.61 4.61
H 8.82 -18.57 5.15
H 9.01 -19.82 6.14
C 15.94 -21.24 4.06
O 17.14 -20.47 4.04
C 18.22 -21.14 4.62
C 19.37 -20.14 4.78
C 20.01 -19.81 3.43
N 20.44 -20.57 5.69
H 16.18 -22.25 3.71
H 15.19 -20.74 3.46
H 15.63 -21.37 5.10
H 17.97 -21.58 5.59
H 18.61 -21.97 4.01
H 18.98 -19.19 5.14
H 20.42 -20.68 2.92
H 20.83 -19.11 3.59
H 19.28 -19.31 2.79
H 20.06 -20.93 6.56
H 20.88 -21.41 5.31
C 21.40 -16.94 5.61
O 20.75 -17.73 6.57
H 22.50 -17.05 5.63
H 21.12 -17.07 4.56
H 21.26 -15.89 5.87
H 20.66 -18.65 6.29
```

Computed properties:
LUMO energy = 0.0127 hartree
E_tot = -3497.61402 hartree
net charge = 0
structure (SMILES) = CC1(C)CCCC(C)(C)N1O.CC1(C)CCCC(C)(C)N1O.CC1(C)CCCC(C)(C)N1O.CC1(C)CCCC(C)(C)N1O.COC[C@H](C)N.COC[C@H](C)N.COC[C@H](C)N.COC[C@H](C)N.COC[C@H](C)N.CO
HOMO energy = -8.17 eV

---

[4]
# C5H7NO

A single C5H7NO molecule at a distorted geometry (ωB97M-V/def2-TZVPD, the OMol25 dataset).

```
14
Properties=species:S:1:pos:R:3
C 0.50 -0.03 -1.83
C 0.24 0.57 -0.19
N 0.40 1.49 0.99
C 0.74 0.06 1.11
C -0.48 -0.87 1.22
C -1.01 -0.15 -0.14
O -2.01 0.04 -0.78
H 0.03 -1.00 -2.22
H 1.56 -0.18 -1.83
H 0.14 0.72 -2.52
H -0.50 1.76 1.43
H 1.78 -0.17 1.39
H -1.22 -0.49 1.92
H -0.25 -1.92 1.47
```

Computed properties:
LUMO energy = 0.0316 hartree
E_tot = -324.53624 hartree
net charge = 0
ΔE to the lowest compared entry with this formula, charge and spin = 494.2 kJ/mol
structure (SMILES) = C[C@]12N[C@H]1CC2=O
HOMO energy = -8.70 eV